A | {"formula": "CH3IN4", "method": "ωB97M-V/def2-TZVPD", "lumo_energy_ev": [0.5117, 0.5116], "gap_ev": [8.81, 8.80], "molar_mass_g_mol": 198.0, "homo_energy_ev": [-8.3, -8.3], "elements": ["C", "N", "N", "N", "N", "I", "H", "H", "H"], "coordinates": [[1.4995, 0.0534, 0.7071], [0.8162, -0.6307, -0.0537], [-0.3686, -1.0873, -0.0174], [-1.2333, 0.9164, -0.5731], [-1.3651, -0.3060, -0.2678], [3.4440, 0.4138, 0.0104], [1.4465, 0.5228, 1.6673], [-2.0511, 0.9816, -1.1658], [-2.1881, -0.8639, -0.3069]], "mulliken_charge": [-0.162, 0.203, -0.734, -0.707, 0.540, 0.023, 0.377, 0.203, 0.257]}

=====

B | {"formula": "CH3IN4", "method": "ωB97M-V/def2-TZVPD", "lumo_energy_ev": 0.3608, "gap_ev": 9.87, "molar_mass_g_mol": 198.0, "homo_energy_ev": -9.5, "elements": ["C", "N", "N", "N", "N", "I", "H", "H", "H"], "coordinates": [[-1.1829, 0.3629, 0.8347], [0.1084, -1.1110, -1.0506], [1.1710, -0.8216, -0.9179], [-1.5959, 1.0251, -0.1000], [2.2296, -0.6828, -0.4260], [-1.3266, 1.2334, 2.8268], [-0.8851, -0.6601, 0.7114], [-1.5109, 0.6964, -1.0595], [2.9924, -0.0423, -0.8189]], "mulliken_charge": [-0.296, -0.667, 1.058, -0.505, -0.695, -0.033, 0.559, 0.293, 0.287]}

=====

Most stable of them? B.

=====

A | {"formula": "C3H4N4O4S2", "method": "ωB97M-V/def2-TZVPD", "lumo_energy_ev": -0.0657, "gap_ev": 10.03, "molar_mass_g_mol": 224.2, "homo_energy_ev": -10.1, "elements": ["N", "C", "N", "S", "C", "O", "N", "N", "S", "C", "O", "O", "O", "H", "H", "H", "H"], "coordinates": [[-2.2197, 3.2270, -2.5083], [-1.5268, 2.3181, -2.3171], [-0.6138, 1.3870, -2.1591], [0.0843, 1.2945, -0.6422], [-1.1720, 0.3019, 0.1799], [-2.0984, -0.1254, -0.4160], [-0.8850, 0.1103, 1.5062], [0.3319, 0.7812, 1.8209], [-1.6892, -0.6400, 2.7846], [-0.1330, 0.4261, -3.2161], [0.7221, -0.3755, -2.9567], [-0.6659, 0.6785, -4.3720], [-0.3249, -0.2065, -5.3847], [0.9439, 0.1131, 2.4349], [0.1137, 1.4756, 2.6431], [-2.1337, 0.5990, 3.4814], [0.4439, -0.8405, -5.0568]], "mulliken_charge": [-0.530, 0.621, -0.075, -0.075, 0.510, -0.541, 0.022, -0.619, -0.118, 0.689, -0.582, -0.073, -0.366, 0.327, 0.276, 0.153, 0.380]}

=====

B | {"formula": "C3H4N4O4S2", "method": "ωB97M-V/def2-TZVPD", "lumo_energy_ev": [-1.1035, -2.9716], "gap_ev": [8.62, 5.34], "molar_mass_g_mol": 224.2, "homo_energy_ev": [-9.7, -8.3], "elements": ["C", "C", "C", "N", "N", "N", "N", "O", "O", "O", "O", "S", "S", "H", "H", "H", "H"], "coordinates": [[-0.8185, -1.3672, -2.1192], [0.9522, 1.6794, -1.6923], [0.8469, 0.1424, 0.7777], [-1.6168, -1.8835, -2.8261], [2.6573, -0.8441, 1.8210], [-0.1580, -0.6496, -1.3339], [1.7190, -0.0648, 1.9741], [0.0259, 2.1343, -2.1638], [-0.0242, 1.0150, 0.8051], [-4.2607, -0.5505, -0.5069], [1.9729, 1.2698, -1.3126], [1.3854, 0.8953, 3.3609], [1.0298, -1.1242, -0.3900], [3.3356, -1.2032, 2.5511], [-4.1043, -1.0103, -1.4138], [-3.4686, -0.1685, -0.1457], [0.5260, 1.7296, 2.6145]], "mulliken_charge": [0.499, 0.869, 0.677, -0.545, -0.911, -0.202, 0.606, -0.348, -0.650, -0.666, -0.457, -0.135, 0.100, 0.272, 0.344, 0.313, 0.233]}

=====

Most stable of them? B.

=====

A | {"formula": "C2H6N2O2S", "method": "ωB97M-V/def2-TZVPD", "lumo_energy_ev": 0.4792, "gap_ev": 9.96, "molar_mass_g_mol": 122.1, "homo_energy_ev": -9.5, "elements": ["N", "C", "N", "S", "C", "O", "O", "H", "H", "H", "H", "H", "H"], "coordinates": [[1.1372, -1.1413, -0.2908], [0.7492, -0.2866, 0.8209], [-0.0052, 0.9114, 0.4556], [0.8411, 2.0186, -0.5591], [-1.3397, 0.7130, 0.0586], [-2.0587, 1.6190, -0.2966], [-1.7830, -0.5593, 0.2090], [0.7796, -2.0709, -0.1733], [0.8039, -0.7966, -1.1739], [0.1218, -0.8494, 1.4934], [1.6134, 0.0217, 1.3872], [1.4751, 1.1634, -1.3829], [-2.3349, -0.7431, -0.5481]], "mulliken_charge": [-0.558, -0.459, -0.152, -0.091, 0.666, -0.542, -0.445, 0.263, 0.219, 0.374, 0.284, 0.121, 0.320]}

=====

B | {"formula": "C2H6N2O2S", "method": "ωB97M-V/def2-TZVPD", "lumo_energy_ev": 0.8430, "gap_ev": 10.39, "molar_mass_g_mol": 122.1, "homo_energy_ev": -9.5, "elements": ["C", "C", "N", "N", "O", "O", "S", "H", "H", "H", "H", "H", "H"], "coordinates": [[1.1500, -0.2546, 0.6984], [2.1140, 0.7028, 0.2579], [0.3676, -1.0294, 1.0138], [-2.3918, -1.1568, -0.7748], [-3.5054, 0.6545, 0.5638], [-1.2720, 1.0420, -0.4648], [-1.9663, 0.0700, 0.3537], [2.7766, 0.9674, 1.0768], [1.5781, 1.5858, -0.0914], [2.6915, 0.2821, -0.5640], [-3.8138, 1.1411, -0.2012], [-1.6840, -1.2548, -1.4864], [-2.5588, -2.0382, -0.3113]], "mulliken_charge": [0.483, -0.775, -0.463, -0.526, -0.458, -0.590, 0.649, 0.292, 0.261, 0.266, 0.321, 0.279, 0.261]}

=====

Most stable of them? A.

=====

A | {"formula": "H3N2OS", "method": "ωB97M-V/def2-TZVPD", "lumo_energy_ev": [4.4309, 4.4320], "gap_ev": [6.52, 6.52], "molar_mass_g_mol": 79.1, "homo_energy_ev": [-2.1, -2.1], "total_charge": -1, "elements": ["N", "N", "O", "S", "H", "H", "H"], "coordinates": [[0.0242, -1.1457, 0.1033], [-0.1175, -0.1474, 0.9163], [1.0435, -1.6407, -0.5109], [-0.9765, 1.5514, -0.2694], [-0.8082, -1.7244, 0.1408], [0.6446, 0.5282, 0.8489], [-0.3380, 2.6458, 0.1807]], "mulliken_charge": [0.333, -0.426, -0.699, -0.652, 0.214, 0.255, -0.025]}

=====

B | {"formula": "H3N2OS", "method": "ωB97M-V/def2-TZVPD", "lumo_energy_ev": 4.4060, "gap_ev": 7.59, "molar_mass_g_mol": 79.1, "homo_energy_ev": -3.2, "total_charge": -1, "elements": ["N", "N", "O", "S", "H", "H", "H"], "coordinates": [[-0.2855, -0.9941, 0.7455], [0.2718, 0.0268, 0.9896], [-0.7918, -1.4222, -0.3890], [0.8237, 1.2158, -1.5228], [-0.6266, -1.6759, 1.5673], [0.5844, 0.6569, -0.1642], [0.0240, 2.1927, -1.2264]], "mulliken_charge": [0.285, -0.675, -0.617, -0.593, 0.237, 0.328, 0.035]}

=====

Most stable of them? B.

=====

A | {"formula": "C6H12NO", "method": "ωB97M-V/def2-TZVPD", "lumo_energy_ev": -4.0528, "gap_ev": 10.65, "molar_mass_g_mol": 114.2, "homo_energy_ev": -14.7, "total_charge": 1, "elements": ["C", "C", "N", "C", "C", "O", "C", "C", "H", "H", "H", "H", "H", "H", "H", "H", "H", "H", "H", "H"], "coordinates": [[-1.4844, -1.8468, -0.2335], [-0.2499, -1.2741, -0.1752], [0.1772, -0.4580, 0.9609], [0.4899, -1.2424, 2.1069], [-0.0521, 0.8578, 1.0537], [-0.3961, 1.6615, 0.1052], [-0.3423, 1.6311, -1.2506], [1.1221, 1.5598, -1.7552], [-2.3304, -1.8318, 0.3772], [-1.6044, -2.4816, -1.1600], [0.5086, -1.6584, -0.8668], [-0.0497, -2.1563, 2.2625], [0.1428, -0.5542, 2.9355], [1.5560, -1.3844, 2.2435], [0.0956, 1.2509, 2.0942], [-0.9698, 0.8443, -1.8436], [-0.8601, 2.5606, -1.4580], [1.0455, 1.4445, -2.7703], [1.4271, 0.7091, -1.0662], [1.7744, 2.3683, -1.5604]], "mulliken_charge": [-0.680, -0.359, 0.220, -0.888, 0.297, -0.318, -0.303, -0.791, 0.363, 0.251, 0.376, 0.363, 0.319, 0.336, 0.313, 0.277, 0.377, 0.344, 0.172, 0.331]}

=====

B | {"formula": "C6H12NO", "method": "ωB97M-V/def2-TZVPD", "lumo_energy_ev": -3.2883, "gap_ev": 11.07, "molar_mass_g_mol": 114.2, "homo_energy_ev": -14.4, "total_charge": 1, "elements": ["C", "C", "C", "C", "C", "O", "N", "C", "H", "H", "H", "H", "H", "H", "H", "H", "H", "H", "H", "H"], "coordinates": [[-1.2981, -0.3361, 2.4874], [-0.6377, -0.2772, 1.4757], [0.0533, -0.3774, 0.1850], [-0.2988, -1.7582, -0.6288], [1.5593, -0.4448, 0.2674], [1.9242, -1.6991, 0.6044], [-0.6091, 0.6556, -0.7178], [-0.8225, 1.9340, -0.1035], [-1.7573, -0.1161, 3.3779], [0.1833, -1.7642, -1.5860], [0.1579, -2.5658, -0.0292], [-1.3454, -1.7306, -0.8770], [1.9047, 0.4284, 0.8546], [1.9621, -0.0990, -0.7558], [2.8306, -1.7122, 0.9246], [-1.4541, 0.0991, -1.0650], [-0.0062, 0.6582, -1.5798], [-0.1038, 1.9464, 0.6213], [-0.9209, 2.7130, -0.8509], [-1.8523, 1.7845, 0.3439]], "mulliken_charge": [0.201, -1.423, 0.944, -1.588, -0.615, -0.446, -0.151, -0.833, 0.532, 0.407, 0.432, 0.522, 0.387, 0.293, 0.355, 0.434, 0.471, 0.380, 0.366, 0.331]}

=====

C | {"formula": "C6H12NO", "method": "ωB97M-V/def2-TZVPD", "lumo_energy_ev": -3.0369, "gap_ev": 12.18, "molar_mass_g_mol": 114.2, "homo_energy_ev": -15.2, "total_charge": 1, "elements": ["C", "C", "C", "O", "N", "C", "C", "C", "H", "H", "H", "H", "H", "H", "H", "H", "H", "H", "H", "H"], "coordinates": [[-3.0427, 0.3336, 0.0729], [-1.4266, 0.0035, -0.4955], [0.0505, -0.7787, -0.0826], [0.1636, -2.0766, -0.3426], [0.5734, -0.3212, 1.3262], [1.2450, 0.0265, 0.0641], [2.6835, -0.0366, -0.2738], [1.9239, 1.2640, -0.3681], [-3.5463, -0.5887, 0.3257], [-2.9993, 1.0027, 0.9192], [-3.4719, 0.8042, -0.7942], [-1.6307, -0.4783, -1.4515], [-1.0774, 1.0118, -0.7148], [-0.6755, -2.5578, -0.3254], [0.0551, 0.4066, 1.8153], [1.0147, -1.0013, 1.9454], [2.9629, -0.5364, -1.1865], [3.3904, -0.1661, 0.5315], [2.1172, 2.0225, 0.3759], [1.6903, 1.6661, -1.3412]], "mulliken_charge": [-0.946, -0.971, 0.929, -0.484, -0.262, -0.121, -0.472, -0.432, 0.323, 0.322, 0.346, 0.454, 0.349, 0.392, 0.292, 0.292, 0.230, 0.257, 0.254, 0.250]}

=====

Most stable of them? A.

=====

A | {"formula": "C4H19NO7", "method": "ωB97M-V/def2-TZVPD", "lumo_energy_ev": 0.1943, "gap_ev": 10.77, "molar_mass_g_mol": 193.2, "homo_energy_ev": -10.6, "elements": ["N", "C", "O", "C", "C", "C", "O", "H", "H", "H", "H", "H", "H", "H", "H", "H", "O", "H", "H", "O", "H", "H", "O", "H", "H", "O", "H", "H", "O", "H", "H"], "coordinates": [[1.4368, 0.0004, -0.5664], [0.5123, 0.7461, 0.0542], [-0.6430, 0.3007, 0.1744], [1.0789, 2.0108, 0.6046], [0.0241, 2.7777, 1.4613], [-1.1486, 3.2790, 0.5637], [-0.4823, 3.6612, -0.6502], [2.3050, 0.3468, -0.8992], [1.0932, -0.9114, -0.9941], [2.0189, 1.7991, 1.1853], [1.4181, 2.6497, -0.2220], [-0.6109, 2.1960, 2.1861], [0.3918, 3.5860, 2.0695], [-1.9902, 2.6009, 0.4456], [-1.5324, 4.2538, 0.8593], [-0.7186, 3.0944, -1.3984], [0.8869, -3.5895, 2.3962], [0.4622, -3.2494, 1.5676], [1.6480, -3.0372, 2.5733], [-0.3222, -1.3531, -3.0538], [-1.0637, -1.7999, -2.6429], [-0.6433, -0.4360, -2.9634], [-0.5297, -2.3384, 0.4450], [-1.2080, -2.9199, 0.8179], [-0.8427, -1.4367, 0.2608], [2.5759, -3.2568, -0.0161], [2.1093, -3.4561, 0.8159], [1.9044, -2.9137, -0.5946], [-3.0045, -0.0625, -1.1182], [-2.1178, 0.2219, -0.8779], [-3.5818, 0.1983, -0.3924]], "mulliken_charge": [-0.250, 0.725, -0.948, -0.723, -0.629, -0.341, -0.583, 0.210, 0.124, 0.425, 0.441, 0.247, 0.375, 0.149, 0.342, 0.317, -0.720, 0.439, 0.320, -0.645, 0.321, 0.308, -0.653, 0.293, 0.414, -0.625, 0.344, 0.300, -0.674, 0.398, 0.299]}

=====

B | {"formula": "C4H19NO7", "method": "ωB97M-V/def2-TZVPD", "lumo_energy_ev": 0.1580, "gap_ev": 10.14, "molar_mass_g_mol": 193.2, "homo_energy_ev": -10.0, "elements": ["N", "C", "C", "O", "C", "C", "O", "H", "H", "H", "H", "H", "H", "H", "H", "H", "O", "H", "H", "O", "H", "H", "O", "H", "H", "O", "H", "H", "O", "H", "H"], "coordinates": [[1.6277, -0.4779, 0.6310], [0.7372, 0.6216, 0.1687], [1.6483, 1.8385, 0.1132], [2.3628, 2.0797, -0.8232], [-0.4705, 0.6627, 1.1338], [-1.2743, -0.6685, 1.1538], [-1.9124, -0.7411, -0.1004], [2.2194, -0.8530, -0.1202], [2.4105, -0.2444, 1.2445], [0.4006, 0.2797, -0.8079], [1.7818, 2.3602, 1.0911], [-1.1953, 1.4368, 0.7795], [-0.1710, 0.9478, 2.1534], [-2.1224, -0.6630, 1.8403], [-0.6535, -1.5089, 1.4591], [-1.3294, -0.6495, -0.8615], [-1.0639, -3.5905, -0.8991], [-0.2530, -3.0713, -0.9854], [-1.6074, -2.9326, -0.4276], [-3.7269, 1.0258, -1.2464], [-3.3131, 0.6058, -2.0113], [-3.3282, 0.5352, -0.5075], [2.0786, -2.9401, 2.1462], [1.8207, -2.6338, 3.0220], [1.3693, -2.6631, 1.5543], [-0.7137, 4.0645, -0.8978], [-1.3412, 3.3294, -0.8545], [-0.4283, 4.0838, 0.0263], [1.8008, -0.1438, -2.4217], [2.5991, 0.3820, -2.2412], [2.0474, -0.4719, -3.3115]], "mulliken_charge": [-0.369, 0.057, -0.233, -0.486, -0.467, -0.376, -0.642, 0.288, 0.257, 0.308, 0.362, 0.071, 0.433, 0.358, 0.032, 0.333, -0.636, 0.302, 0.377, -0.659, 0.289, 0.411, -0.662, 0.328, 0.304, -0.625, 0.336, 0.318, -0.583, 0.297, 0.277]}

=====

Most stable of them? A.